180
Properties=species:S:1:pos:R:3:forces:R:3:mulliken_charge:R:1 method="wB97M-V/def2-TZVPD" multiplicity=4 lumo_energy_ev="-3.410 / -2.158" e_tot_ev=-207284.3912 largest_force_ha_per_bohr=0.108 relative_energy_kcal_mol=0.00 mol_weight_g_mol=1445.2 homo_energy_ha="-0.318 / -0.318"
F 0.3142 4.5448 2.7776 0.154 -0.488 -0.782 -0.314
F 1.3834 -2.3619 3.0721 -0.442 0.124 0.024 0.337
H 5.1062 -4.2182 2.2643 0.119 -0.083 -0.012 0.290
H -1.1399 -5.3122 1.1507 -0.075 0.060 0.090 -0.052
S 0.4351 -0.2370 4.8610 3.781 1.637 3.749 0.388
H 0.0901 3.4117 -3.9143 0.056 -0.101 -0.530 -0.469
H -0.8067 5.6228 1.1722 -0.083 -0.438 0.035 0.299
H 3.5690 -4.0853 1.4536 -0.165 0.120 0.146 -0.264
C -4.9349 -3.7028 2.6660 -1.848 -0.498 -0.399 0.882
O 6.6221 -3.8666 -0.8869 0.500 0.080 -0.239 -0.618
O 3.5457 3.5169 1.8663 -1.323 0.539 -0.424 -0.804
H -6.2827 -4.5195 4.1284 -0.105 -0.159 0.048 0.408
O 1.5323 0.3807 -5.9146 -0.356 -0.239 -0.476 -0.607
H -5.2580 0.4228 -6.2173 0.007 0.160 -0.205 0.291
F -0.8519 2.7951 3.4928 -2.277 -1.759 -0.216 0.324
C -4.1662 -5.0195 2.4473 0.274 0.918 0.653 -0.927
N -5.6475 0.3546 -5.2845 -0.165 0.150 -0.708 -0.650
H 7.9248 2.8435 0.3128 -0.163 0.402 -0.439 0.325
H -4.8051 4.0374 0.8896 0.041 0.038 0.021 0.270
H -4.4684 -3.1105 3.4536 0.518 0.225 -0.439 -0.021
H -0.4791 5.7766 -0.5379 0.414 -0.325 -0.052 0.366
O -4.5824 -3.1766 -4.7636 -1.683 0.472 -0.362 -0.355
F 2.3945 -0.1320 1.8191 0.282 0.120 -0.728 -0.038
O 4.0818 -5.5694 4.4134 0.223 -0.461 -0.024 -0.611
H -4.2633 -5.6231 3.3522 0.220 -0.332 -0.001 0.350
C -3.7090 2.2761 3.1858 -1.333 1.703 1.098 -0.489
C 3.4428 -4.6606 3.5399 -0.305 -0.084 -0.204 0.382
H 2.0171 6.3352 -2.9166 0.478 0.444 0.373 0.371
S -1.5421 0.1115 -0.7451 -1.461 0.250 0.744 -0.040
C -1.0657 5.2202 0.1953 -0.835 0.675 -0.485 -1.667
H 5.0932 6.0230 -1.9118 -0.210 0.297 -0.299 0.349
F 3.6665 -0.1125 0.0016 -0.622 0.065 0.482 -0.021
H -2.5035 -6.4510 1.0607 -0.356 0.374 -0.403 0.439
F 1.2186 3.1400 4.2087 1.183 -0.465 1.216 -0.314
C 4.2901 6.2311 -1.2054 -1.180 -0.785 0.566 -1.755
C 5.1487 -0.8239 3.8755 0.920 2.033 0.737 1.204
C 6.2679 1.8856 -0.8217 0.676 0.216 -0.794 0.881
H 3.8698 7.2369 -1.2055 0.351 0.158 -0.523 0.475
H -3.9218 -0.5173 -4.6621 0.130 -0.328 0.165 -0.514
H -4.1333 -2.9237 1.0489 -0.113 0.181 -0.544 0.165
O -1.5583 2.8548 0.8595 0.346 -0.119 0.389 1.767
C 4.3721 2.7892 2.6923 1.088 -0.652 0.982 -0.112
H 3.4694 -3.6714 4.0003 0.069 0.232 -0.281 -0.044
C 2.3861 5.3292 -2.7042 0.705 0.497 0.768 -1.102
Cr -0.8915 1.2259 2.0701 -0.689 2.629 -0.370 0.487
H 5.1434 2.3417 2.0656 0.200 0.036 0.285 0.016
H 6.9621 -4.0279 -0.0035 -0.199 0.042 0.104 0.323
H 4.7864 3.4449 3.4617 0.486 -0.093 -0.015 0.402
H -0.5059 0.0678 -5.5808 0.214 -0.089 -0.307 0.187
H 5.4651 1.9887 -0.0896 0.367 -0.074 0.550 -0.438
H -4.3306 1.1782 4.9761 -0.150 -0.172 -0.259 0.292
H 2.3925 -4.9321 3.4112 -0.148 -0.112 0.029 0.003
O -4.8766 2.8170 -4.2914 0.489 1.381 0.004 -0.535
H -5.1549 -2.0722 -6.4062 0.133 0.450 -0.102 0.421
H 1.7160 3.7771 -4.6234 -0.083 -0.270 -0.100 0.445
H -0.1622 -4.9455 -0.9481 0.002 0.357 0.456 -0.182
C -0.5490 0.6758 6.2473 -0.778 -1.562 -0.480 0.507
H -4.0202 2.8456 -6.1865 0.100 -0.398 -0.071 0.320
C -1.6863 -1.7847 -1.0901 0.643 -0.454 -0.090 -0.143
F -0.0006 -3.0279 1.6002 -0.320 0.070 -1.057 0.055
C -1.9872 -5.7267 1.6947 -0.112 -0.702 0.447 -0.762
H 2.7327 3.6015 2.3695 -0.208 0.466 -0.289 0.088
O -4.1087 3.6795 0.3346 1.738 0.429 0.721 -0.581
C 0.4467 0.0237 -5.0543 0.717 0.674 0.197 0.137
C 0.1529 -2.8113 2.8741 0.066 -0.255 0.787 -0.059
O 1.2289 4.5174 -2.7638 0.611 -0.195 -0.362 -0.008
H 0.6159 -0.9707 -4.6403 -0.267 0.002 0.190 0.146
H 5.2778 -2.4556 -0.1414 0.072 0.094 0.061 -0.033
C -2.5178 2.6164 -4.6209 0.122 -1.069 0.460 0.413
H 5.3842 3.4248 -1.3629 -0.630 0.447 -0.820 0.385
C -3.3304 -3.3100 -5.3491 0.465 0.241 -0.374 -0.513
H 0.1831 3.5196 -0.0041 -0.114 -0.236 0.080 -0.390
H -6.6145 0.0889 -5.4283 -0.287 0.232 0.073 0.244
O -2.0103 -1.2433 2.1646 0.571 -0.318 0.024 -0.136
F -2.0753 -1.9689 -2.3275 -0.258 0.572 -0.788 -0.063
C 3.1095 5.2140 -1.3380 -0.735 1.036 0.319 1.140
H 4.7858 -3.6758 -2.8895 0.290 -0.027 -0.136 0.365
F -0.5231 -2.4153 -0.9528 -0.441 0.296 0.601 -0.108
F 0.2476 0.9685 7.2707 -0.585 -0.064 -0.756 -0.180
H -5.2266 1.9560 -4.5710 -0.095 -0.327 -0.254 0.347
F -0.0261 -3.9592 3.5140 -0.127 0.692 0.227 -0.256
C 0.8866 -5.1935 -1.1296 -1.171 1.638 0.006 0.444
O 6.0591 2.8861 -1.8046 -0.076 -0.225 0.205 -0.622
H 5.0458 -1.2582 2.8799 0.394 -0.867 0.269 -0.217
H 0.4270 4.9668 -4.7128 -0.046 0.435 0.337 0.315
O 1.5283 1.6206 -0.6147 -0.098 -0.258 -0.123 -0.819
C 7.7018 2.0104 -0.3540 0.272 -1.125 1.327 -1.390
H 2.3748 -4.5675 -2.5030 -0.127 0.070 -0.439 0.333
C -4.1515 2.1996 4.6344 -0.073 -0.669 0.885 -1.544
H -2.4851 3.0829 0.6787 -0.999 -0.463 0.570 -0.771
H 0.6679 -4.0399 -2.9244 0.304 -0.447 -0.449 0.386
H 2.3492 5.4297 -0.5810 -0.151 0.840 0.036 -0.022
N -5.0851 -2.9918 1.3862 0.867 0.465 0.945 -0.412
H 8.4091 1.9378 -1.1793 -0.239 0.466 -0.197 0.348
H -5.0826 2.7423 4.7979 0.018 0.105 -0.201 0.429
O 1.6813 0.4813 4.7194 -1.233 -0.216 -0.306 -0.547
H 7.3458 -0.7106 4.0838 -0.089 -0.058 -0.305 0.363
H 1.4481 -5.0314 -0.2074 0.060 -0.589 0.191 0.215
F 2.4872 -1.8557 0.5013 -0.114 0.490 -0.093 -0.005
H -1.6324 2.6658 -5.2545 -0.117 0.283 -0.131 0.536
H 5.7769 -2.2056 -2.7392 -0.044 0.085 0.212 0.385
C -6.3657 -3.9467 3.2025 0.304 -0.654 0.683 -1.764
H -5.0001 0.1643 -2.6539 -0.140 0.255 -0.228 -0.208
H -4.5953 2.2853 2.5509 0.127 0.097 -0.174 0.522
B 0.4119 3.2028 3.1488 1.177 4.151 1.442 -0.045
H -3.9653 3.1740 -1.7407 0.731 -0.150 0.669 -0.333
C 0.8485 4.1727 -4.0929 0.146 -0.603 0.727 -0.244
H -5.1761 -1.5245 -2.5227 0.354 -0.360 -0.437 0.425
O 0.5860 -1.5857 5.4039 -1.353 1.350 -1.493 -0.448
C 1.4119 -4.2037 -2.1436 0.102 0.082 -0.418 -0.782
S 1.0912 0.2576 -0.5098 3.679 1.212 0.100 -0.039
H -6.5338 -0.6383 -2.9942 -0.161 0.264 -0.615 0.443
O 1.0667 -0.5354 -1.7250 -0.887 0.436 1.698 -0.097
H 6.4793 0.5044 4.9948 -0.169 0.173 -0.112 0.339
H -3.5069 0.4786 2.5891 0.434 -0.562 -0.308 -0.229
F -1.1410 1.7414 5.7327 0.444 0.301 0.467 -0.134
C -5.4567 -0.6854 -3.1625 0.483 -0.508 1.313 -1.135
H 2.8988 3.1829 -1.3022 -0.066 -0.040 -0.051 0.014
H -6.9186 -3.0504 3.4829 0.391 0.310 -0.270 0.374
H -6.0419 1.9475 -1.6880 -0.197 0.026 0.002 0.341
N -0.4797 0.0125 3.5525 -0.283 -4.165 1.095 0.875
H -3.3369 -3.3616 -6.4417 -0.448 -0.153 -0.223 0.356
H 3.5242 -5.6884 5.1860 0.056 0.045 0.065 0.327
H -6.3927 -2.2705 -5.1772 -0.045 -0.155 0.125 0.410
H -2.2845 2.9864 -3.6213 0.020 0.565 -0.136 -0.304
H -2.7539 -2.4059 -5.1388 0.673 -0.327 0.328 0.101
H -3.2050 3.2404 3.1318 0.358 -0.293 -0.779 0.057
H -5.6085 -3.6007 0.7710 0.032 0.000 -0.219 0.299
O -1.4237 0.7575 -2.0347 0.613 -0.685 1.649 0.362
O -2.6946 0.4462 0.0570 0.327 -0.250 -0.285 -0.768
H -2.6861 1.5618 -4.3899 0.040 -0.255 -0.316 -0.338
C 6.4818 -0.0480 4.0553 -1.151 -0.158 -1.033 -1.160
H -1.6407 -6.3571 2.5174 0.342 0.151 0.227 0.310
H 4.2492 -5.6646 1.7319 -0.119 -0.188 0.360 0.475
H 1.2265 -7.0160 -0.8842 -0.039 -0.561 -0.326 0.374
O -2.7950 -4.6809 2.1865 -0.653 0.097 -0.347 0.012
F -1.5602 -0.1552 6.6543 1.195 0.721 -0.067 -0.218
H 3.8450 2.0030 3.2371 -0.111 -0.192 -0.173 -0.122
H -2.9161 -4.2549 -5.0004 0.375 0.349 0.256 0.234
N -0.2398 0.2972 0.4754 -1.222 -2.143 -4.062 0.076
C 4.9980 -2.8039 -2.2695 -0.577 -0.543 0.408 -1.056
H -4.6136 -5.5305 1.5927 0.072 -0.240 -0.071 0.419
H -2.0762 5.5148 -0.0952 -0.252 -0.007 0.453 0.342
H 4.6305 -4.0566 -0.5603 -0.355 0.174 0.067 -0.016
O -2.9011 1.2037 2.7776 0.844 -0.518 -0.305 1.655
H 4.3160 -0.1162 3.8884 -0.056 0.201 0.177 -0.462
H 4.7309 6.1168 -0.2140 -0.028 -0.170 0.070 0.321
H -3.6863 4.2581 -5.3051 -0.524 0.206 0.532 0.360
H 7.9641 1.1414 0.2567 -0.095 -0.236 0.150 0.337
F -2.5969 -2.3265 -0.3087 0.183 0.320 0.358 -0.230
S -1.2553 -1.5343 3.3708 -1.967 0.066 -0.912 0.192
H -5.1072 1.2795 -0.3899 0.335 0.199 0.119 0.020
H 4.0442 -2.2763 -2.2192 0.101 0.354 -0.111 0.046
C -4.6492 3.3858 -0.9186 -2.355 -0.911 -0.562 0.320
N 3.5554 3.8839 -0.9854 0.560 -0.325 -0.606 0.214
H 6.4809 0.6172 3.1899 0.777 0.367 0.171 0.178
C -3.8046 3.1819 -5.1699 -0.054 -0.193 0.099 -0.718
C 5.3338 -3.2766 -0.8585 0.206 -0.214 -0.412 0.686
C -5.6068 2.1914 -0.7174 -0.005 0.039 -1.165 -0.980
H -5.1858 4.2652 -1.2806 -0.255 -0.045 -0.048 0.550
C -0.8824 3.7426 -0.0480 1.962 0.490 -0.606 0.919
H 4.7574 -1.2735 5.7474 -0.082 0.275 -0.205 0.359
H 3.1954 5.1514 -3.4181 -0.427 -0.722 -0.683 0.444
O 0.8410 -6.5150 -1.6076 0.914 -0.432 0.374 -0.593
C 4.1212 -4.6802 2.1824 0.313 0.511 0.002 -0.507
H 0.4283 0.7948 -4.2825 -0.385 -0.354 0.459 -0.127
H -6.4312 2.3778 -0.0279 0.060 0.332 0.069 0.450
H 3.5570 3.8453 0.0264 0.029 -0.287 0.027 0.037
H -3.4269 2.5829 5.3521 0.167 0.175 -0.288 0.311
O -2.0351 -2.0492 4.4654 1.350 0.636 -0.642 -0.601
H 2.3399 0.2637 -5.4083 0.042 0.035 -0.012 0.321
H 6.1524 0.8840 -1.2432 -0.108 -0.056 -0.287 -0.007
O 5.0679 -1.7005 4.9463 -0.628 -2.019 0.258 -0.571
H -7.0316 -4.5087 2.5458 0.256 -0.101 -0.297 0.379
H -1.1932 3.5160 -1.0689 -0.122 -0.205 0.025 -0.051
C 2.5201 -0.5150 0.5389 -0.881 -0.426 -0.097 -0.598
C -4.9864 -0.7461 -4.5993 -0.515 -0.370 -0.430 1.583
C -5.3306 -2.0719 -5.3290 0.912 -0.629 1.343 -1.114
H 1.5659 -3.1884 -1.7776 0.112 -0.203 0.569 -0.132
F 0.8912 2.3692 2.1458 -0.723 -1.901 -1.573 0.444